{"formula": "C7H17EuO3", "method": "the ωB97M-V functional and the def2-TZVPD basis", "species": ["C", "O", "C", "C", "O", "C", "C", "O", "C", "Eu", "H", "H", "H", "H", "H", "H", "H", "H", "H", "H", "H", "H", "H", "H", "C", "H", "H", "H"], "coordinates": [[1.0280, -2.0418, 1.9459], [0.4770, -1.0523, 1.0587], [1.2419, 0.1160, 0.9405], [0.4924, 1.1615, 0.1827], [-0.1818, 0.5164, -0.9076], [-1.1586, 1.2927, -1.6065], [-1.8563, 0.3487, -2.5561], [-2.2237, -0.8249, -1.8133], [-3.1772, -1.6622, -2.4756], [-0.8701, -1.4776, -0.4315], [0.3080, -2.8614, 2.0242], [1.9765, -2.4073, 1.5337], [1.1708, -1.5943, 2.9352], [2.2622, -0.1063, 0.6097], [2.3689, 0.9395, 2.1615], [1.1836, 1.9219, -0.2009], [-0.2607, 1.6610, 0.8149], [-0.6711, 2.1029, -2.1628], [-1.8664, 1.7169, -0.8793], [-1.2008, 0.0475, -3.3853], [-2.7593, 0.8263, -2.9565], [-3.3449, -2.5370, -1.8403], [-4.1150, -1.1077, -2.6002], [-2.7805, -1.9760, -3.4494], [3.2931, 1.6058, 3.0763], [4.3152, 1.6193, 2.6830], [3.3396, 1.1225, 4.0576], [3.0090, 2.6497, 3.2413]], "orbital_gap_ev": [7.83, 9.58], "charge": 2, "homo_energy_ev": [-15.2628, -17.4423], "e_lumo_ev": [-7.4, -7.9], "spin_multiplicity": 9, "energy_ev": -32984.7116, "s2": 20.02}

{"formula": "C29H19BrF4MnN4PS6", "method": "the ωB97M-V functional and the def2-TZVPD basis", "species": ["Mn", "C", "C", "N", "N", "C", "N", "S", "C", "C", "C", "C", "C", "N", "H", "H", "H", "H", "H", "H", "H", "H", "H", "F", "C", "C", "F", "C", "F", "C", "P", "C", "C", "C", "C", "C", "C", "C", "C", "C", "C", "C", "C", "C", "Br", "C", "F", "H", "H", "H", "H", "H", "H", "H", "H", "H", "H", "S", "C", "S", "C", "C", "S", "S", "S"], "coordinates": [[-0.8654, -0.1347, 1.3701], [-0.8016, -4.2178, 0.1727], [-1.0934, -2.7700, 0.3975], [-0.3015, -1.9938, 1.0433], [0.8310, -2.5417, 1.5467], [1.4122, -1.7464, 2.4326], [2.5296, -2.2445, 3.0239], [0.8753, -0.1851, 2.9123], [-2.3342, -2.1293, -0.0300], [-3.3475, -2.7983, -0.7030], [-4.5331, -2.1437, -0.9838], [-4.6793, -0.8306, -0.5794], [-3.6193, -0.2232, 0.0673], [-2.4700, -0.8394, 0.3196], [-0.1832, -4.5845, 0.9859], [-0.2440, -4.3577, -0.7611], [-1.7186, -4.8073, 0.1261], [2.9675, -3.0536, 2.6170], [3.0864, -1.6030, 3.5555], [-3.2004, -3.8310, -0.9892], [-5.3422, -2.6577, -1.4892], [-5.5944, -0.2781, -0.7525], [-3.6911, 0.7887, 0.4312], [-0.0903, 4.0597, -5.5155], [0.0510, 3.4630, -4.3457], [1.2535, 2.9023, -4.0006], [2.2822, 2.9931, -4.8363], [1.3872, 2.2578, -2.7870], [2.5950, 1.7724, -2.5268], [0.3460, 2.1272, -1.8745], [0.5090, 0.8879, -0.4733], [2.0155, 1.5995, 0.2977], [3.0573, 0.8195, 0.7922], [4.1527, 1.4148, 1.4035], [4.2083, 2.7933, 1.5564], [3.1569, 3.5756, 1.1014], [2.0687, 2.9796, 0.4763], [1.0554, -0.5222, -1.5302], [2.3576, -0.8897, -1.8609], [2.5935, -1.9998, -2.6646], [1.5350, -2.7465, -3.1644], [0.2328, -2.3632, -2.8772], [0.0003, -1.2606, -2.0665], [-0.8429, 2.7588, -2.2360], [-2.2735, 2.8775, -1.0347], [-0.9850, 3.4177, -3.4489], [-2.1195, 4.0288, -3.7775], [3.0169, -0.2564, 0.7054], [4.9591, 0.7949, 1.7770], [5.0617, 3.2543, 2.0400], [3.1804, 4.6513, 1.2317], [1.2428, 3.5977, 0.1376], [3.1955, -0.3128, -1.5011], [3.6136, -2.2741, -2.9070], [1.7254, -3.6208, -3.7785], [-0.6062, -2.9248, -3.2749], [-1.0181, -0.9603, -1.8457], [-3.4688, 2.6347, 7.6649], [-3.0178, 1.9596, 6.2160], [-2.4372, 2.8579, 4.8739], [-2.1817, 1.5319, 3.7582], [-2.4661, 0.3053, 4.2197], [-2.3218, -1.1841, 3.3508], [-3.0570, 0.2756, 5.8739], [-1.6499, 1.9062, 2.1381]], "orbital_gap_ev": [5.31, 5.40], "relative_energy_kcal_mol": 0.0, "charge": -1, "homo_energy_ev": [-3.3834, -3.4672], "e_lumo_ev": [1.9, 1.9], "spin_multiplicity": 2, "energy_ev": -222877.4451, "s2": 0.80}

{"formula": "C4H10N2OS", "method": "the ωB97M-V functional and the def2-TZVPD basis", "species": ["C", "N", "C", "N", "S", "C", "C", "O", "H", "H", "H", "H", "H", "H", "H", "H", "H", "H"], "coordinates": [[-2.3281, -0.8118, 0.5330], [-2.6874, 0.4637, 0.0576], [-1.8509, 1.2682, -0.5049], [-0.5396, 0.9769, -0.7598], [-0.0646, -0.4702, -1.3601], [1.1777, -1.0271, -0.1313], [2.4062, -0.0651, 0.0580], [2.0401, 1.3133, 0.1700], [-1.2554, -0.8432, 0.9995], [-2.4233, -1.4881, -0.3446], [-2.9772, -1.1958, 1.3543], [-1.9994, 2.3439, -0.6397], [0.1421, 1.7435, -1.0885], [0.7887, -1.0341, 0.8564], [1.6446, -2.0356, -0.3741], [2.9833, -0.1273, -0.8196], [3.0477, -0.5527, 0.7462], [1.8955, 1.5416, 1.2474]], "orbital_gap_ev": 8.92, "relative_energy_kcal_mol": 80.4, "charge": 0, "homo_energy_ev": -8.4343, "e_lumo_ev": 0.5, "spin_multiplicity": 1, "energy_ev": -20170.4377}

{"formula": "C39H46FeN7O5P", "method": "the ωB97M-V functional and the def2-TZVPD basis", "species": ["Fe", "C", "C", "N", "C", "C", "N", "C", "C", "N", "H", "H", "H", "H", "H", "H", "H", "H", "H", "H", "H", "H", "H", "H", "H", "O", "C", "C", "C", "C", "C", "C", "C", "P", "C", "C", "C", "C", "C", "C", "C", "C", "C", "C", "C", "C", "H", "H", "H", "H", "H", "H", "H", "H", "H", "H", "H", "H", "H", "H", "O", "C", "O", "C", "C", "C", "C", "O", "C", "O", "C", "C", "H", "H", "H", "H", "H", "C", "N", "C", "N", "C", "N", "C", "N", "C", "C", "H", "H", "H", "H", "H", "H", "H", "H", "H", "H", "H", "H"], "coordinates": [[-0.0158, 0.8696, 0.4538], [-0.1927, 2.3271, 2.9351], [0.5057, 3.4215, 2.1385], [0.6562, 3.0823, 0.7162], [1.9848, 3.3310, 0.1590], [2.7268, 2.0209, -0.1971], [2.2648, 0.9163, 0.6467], [2.7151, 1.0880, 2.0363], [1.6621, 0.6196, 3.0316], [0.3218, 0.9895, 2.5985], [-1.2533, 2.3225, 2.6831], [-0.0960, 2.5489, 4.0067], [1.4846, 3.6268, 2.5788], [-0.0809, 4.3387, 2.2377], [-0.0651, 3.6072, 0.2097], [2.5874, 3.9286, 0.8498], [1.8907, 3.9286, -0.7494], [3.8091, 2.1864, -0.1187], [2.5190, 1.7549, -1.2288], [2.5501, 0.0139, 0.2806], [2.9361, 2.1415, 2.1933], [3.6459, 0.5432, 2.2260], [1.8957, 0.9950, 4.0360], [1.6949, -0.4723, 3.0665], [-0.3365, 0.2984, 2.9390], [-1.7902, -0.3428, 1.2869], [-0.9273, -0.9774, 0.6543], [-1.1163, -2.4839, 0.6412], [-2.4003, -3.0132, 0.6730], [-2.5977, -4.3842, 0.6330], [-1.4905, -5.2313, 0.6060], [-0.2115, -4.7008, 0.5867], [-0.0071, -3.3166, 0.5632], [1.6840, -2.5950, 0.5482], [2.3420, -3.3108, 2.1149], [1.4914, -3.6099, 3.1802], [1.9999, -3.9773, 4.4201], [3.3682, -4.0475, 4.6246], [4.2266, -3.7522, 3.5747], [3.7190, -3.3831, 2.3390], [2.5344, -3.5058, -0.8038], [1.9018, -4.3524, -1.7116], [2.5776, -4.8437, -2.8221], [3.8970, -4.4919, -3.0554], [4.5363, -3.6312, -2.1737], [3.8561, -3.1345, -1.0744], [-3.2381, -2.3290, 0.7331], [-3.5989, -4.7934, 0.6437], [-1.6264, -6.3051, 0.6075], [0.6467, -5.3634, 0.6022], [0.4185, -3.5564, 3.0499], [1.3173, -4.2142, 5.2258], [3.7640, -4.3260, 5.5921], [5.2983, -3.8015, 3.7180], [4.4141, -3.1684, 1.5398], [0.8641, -4.6254, -1.5730], [2.0618, -5.5004, -3.5104], [4.4150, -4.8615, -3.9301], [5.5585, -3.3255, -2.3549], [4.3606, -2.4212, -0.4340], [-1.5173, 4.3246, -0.0618], [-2.1818, 3.2781, 0.0585], [-1.6993, 2.1128, -0.0213], [-3.6591, 3.3780, 0.3380], [-4.3618, 2.2570, 0.7583], [-5.7274, 2.3256, 1.0606], [-6.3298, 3.5480, 0.9069], [-7.6403, 3.8753, 1.1357], [-7.7692, 5.2535, 0.7774], [-6.4774, 5.7455, 0.4301], [-5.6318, 4.6631, 0.4857], [-4.2953, 4.6215, 0.1997], [-3.8241, 1.3220, 0.8500], [-6.2834, 1.4630, 1.3987], [-8.1529, 5.8130, 1.6327], [-8.4376, 5.3423, -0.0835], [-3.7327, 5.4890, -0.1122], [1.1778, 0.0161, -2.4439], [1.1219, -0.0618, -3.8996], [-0.1661, -0.6585, -4.2688], [-1.3001, 0.1113, -3.7599], [-1.1951, 0.1890, -2.3071], [0.0768, 0.8237, -1.8773], [0.1282, 2.1748, -2.4854], [0.0521, 2.1229, -3.9416], [1.1568, 1.3025, -4.4357], [-1.2078, 1.4685, -4.3060], [2.1320, 0.4462, -2.1482], [1.1074, -0.9942, -2.0310], [-0.2118, -1.6731, -3.8669], [-0.2314, -0.7060, -5.3576], [-1.2327, -0.8180, -1.8873], [-2.0163, 0.7770, -1.8997], [1.0688, 2.6457, -2.2002], [-0.6951, 2.7659, -2.0882], [2.1013, 1.7701, -4.1454], [1.1091, 1.2560, -5.5251], [-1.2748, 1.4142, -5.3944], [-2.0392, 2.0644, -3.9273]], "orbital_gap_ev": [6.89, 7.69], "relative_energy_kcal_mol": 0.0, "charge": 0, "homo_energy_ev": [-6.4576, -7.2573], "e_lumo_ev": [0.4, 0.4], "spin_multiplicity": 5, "energy_ev": -105533.4295, "s2": 6.02}